A molecular structure, C36H58IrN3O4P in a non-equilibrium geometry, computed with ωB97M-V with the def2-TZVPD basis set.

XYZ file:
```
103
Properties=species:S:1:pos:R:3:forces:R:3
Ir -0.039 0.342 0.087 0.2 2.0 -1.1
N -2.369 0.899 -0.089 0.6 -0.5 0.6
C -2.887 1.325 -1.394 -0.2 0.5 -0.6
C -2.203 2.569 -1.939 0.9 -0.5 -0.2
C -0.759 2.270 -2.483 -2.7 2.4 -0.5
O -0.373 2.966 -3.397 0.6 -0.3 -0.1
O -0.154 1.327 -1.914 1.6 -2.5 1.7
H -2.702 -0.045 0.099 -0.1 0.0 0.1
H -2.706 1.525 0.637 0.1 0.0 0.0
H -3.965 1.523 -1.325 0.1 -0.2 0.1
H -2.730 0.506 -2.097 -0.1 -0.1 0.1
H -2.107 3.349 -1.182 -0.1 0.0 0.0
H -2.765 2.970 -2.781 0.0 0.0 0.1
O 2.172 -0.840 0.783 -0.1 -0.2 -0.1
C 2.261 -0.699 2.193 0.2 0.0 0.3
C 0.913 -1.002 2.792 0.2 0.0 -0.2
C 0.776 -1.971 3.772 -0.2 0.1 0.2
C -0.486 -2.282 4.260 0.0 0.4 -0.3
C -1.575 -1.588 3.750 0.1 0.0 0.2
C -1.351 -0.608 2.803 0.1 0.1 0.1
N -0.138 -0.314 2.312 -0.2 -0.8 0.1
H 2.906 -0.365 0.367 -0.1 0.2 0.0
H 2.561 0.322 2.460 0.0 -0.1 -0.1
H 3.005 -1.402 2.587 -0.1 0.1 0.0
H 1.652 -2.473 4.149 0.1 -0.1 0.0
H -0.616 -3.035 5.018 0.0 -0.1 0.1
H -2.577 -1.782 4.103 0.0 0.0 0.0
H -2.172 -0.011 2.438 -0.1 0.0 -0.1
C 0.750 5.310 2.240 0.1 0.0 -0.3
N 0.240 3.977 2.401 -0.6 -0.1 1.0
C -0.898 3.642 1.601 0.4 0.2 -0.2
C 1.206 2.925 2.563 0.2 0.0 -0.5
C 2.048 2.690 1.315 -0.3 -0.1 0.7
C 3.252 3.390 1.219 0.0 -0.2 -0.2
C 4.083 3.225 0.129 0.1 0.1 0.1
C 3.703 2.376 -0.895 0.0 -0.1 0.0
C 2.496 1.700 -0.813 0.0 -0.1 -0.3
C 1.648 1.840 0.289 -0.2 -0.4 -0.3
H -0.073 6.018 2.307 0.0 0.1 0.0
H 1.253 5.458 1.276 0.1 0.1 -0.1
H 1.458 5.529 3.038 0.1 0.0 0.0
H -1.655 4.417 1.701 -0.1 0.0 0.0
H -1.300 2.695 1.957 -0.2 -0.2 0.0
H -0.635 3.532 0.540 -0.2 0.0 -0.2
H 0.668 2.010 2.822 0.0 0.0 0.1
H 1.868 3.198 3.389 0.0 -0.1 0.1
H 3.545 4.054 2.020 0.0 0.0 0.1
H 5.024 3.750 0.085 0.1 0.1 -0.1
H 4.334 2.243 -1.761 0.0 0.0 -0.1
H 2.206 1.071 -1.646 0.0 0.0 -0.1
O -1.368 -1.808 -0.306 0.2 1.6 0.5
P -1.409 -3.209 -0.835 -0.2 -2.4 -0.7
C -0.237 -4.258 0.167 -0.5 0.4 -0.3
C -0.038 -5.711 -0.255 -0.2 -0.1 0.1
C 0.981 -6.353 0.688 0.0 -0.1 -0.1
C 2.369 -5.701 0.579 0.0 0.0 -0.1
C 2.296 -4.342 -0.118 0.0 0.0 0.2
C 1.101 -3.534 0.370 0.2 0.2 -0.3
C -1.082 -3.304 -2.672 0.0 -0.1 0.8
C -1.826 -2.170 -3.400 -0.1 0.3 0.1
C -0.885 -1.023 -3.737 0.0 -0.1 0.0
C 0.192 -1.463 -4.727 -0.1 0.1 0.0
C 0.631 -2.905 -4.461 0.1 0.1 0.1
C 0.414 -3.276 -2.997 0.1 -0.2 -0.2
C -3.025 -4.147 -0.645 0.4 0.2 0.0
C -4.189 -3.643 -1.497 0.2 0.3 -0.2
C -4.744 -2.327 -0.961 -0.3 -0.2 0.0
C -5.214 -2.513 0.479 0.2 0.3 0.0
C -4.045 -2.973 1.342 -0.2 -0.2 0.1
C -3.498 -4.290 0.802 0.3 0.1 0.2
H -0.748 -4.270 1.139 0.0 0.0 -0.1
H 0.307 -5.784 -1.286 0.0 0.0 -0.1
H -0.979 -6.258 -0.181 0.0 0.0 -0.1
H 1.049 -7.420 0.479 0.0 0.0 0.1
H 0.608 -6.247 1.709 -0.1 -0.1 0.1
H 3.052 -6.346 0.027 0.0 0.0 0.0
H 2.786 -5.582 1.580 0.1 0.0 0.0
H 2.229 -4.488 -1.194 0.1 0.0 -0.1
H 3.212 -3.781 0.074 0.0 0.0 -0.1
H 1.078 -2.573 -0.144 0.1 -0.1 0.2
H 1.236 -3.323 1.433 0.0 0.1 0.0
H -1.490 -4.266 -2.999 0.0 0.0 0.1
H -2.634 -1.790 -2.773 -0.1 0.0 -0.1
H -2.270 -2.550 -4.323 -0.1 -0.1 0.1
H -0.424 -0.674 -2.812 -0.1 0.0 -0.2
H -1.448 -0.187 -4.158 0.0 0.0 0.1
H 1.041 -0.785 -4.640 0.1 0.1 -0.1
H -0.188 -1.380 -5.746 0.0 0.1 0.0
H 1.682 -3.029 -4.721 0.0 -0.1 -0.1
H 0.059 -3.594 -5.087 0.0 -0.1 0.0
H 0.930 -2.555 -2.362 0.1 0.0 0.0
H 0.843 -4.261 -2.814 0.1 0.0 0.1
H -2.752 -5.145 -1.014 0.1 0.1 0.0
H -4.983 -4.393 -1.459 0.0 -0.1 0.0
H -3.890 -3.545 -2.541 -0.1 0.0 0.0
H -5.569 -1.988 -1.591 0.0 0.0 0.0
H -3.962 -1.565 -0.992 0.0 0.1 -0.1
H -5.998 -3.271 0.505 -0.1 0.0 0.0
H -5.642 -1.587 0.868 0.0 0.0 0.0
H -4.368 -3.108 2.374 0.0 0.0 0.1
H -3.244 -2.230 1.332 0.0 0.1 0.0
H -4.298 -5.035 0.825 0.0 -0.1 0.0
H -2.699 -4.662 1.445 0.0 -0.1 0.0
```
Forces are in eV/Å.

## Properties
⟨S²⟩   6.01
LUMO level (alpha / beta)   -3.0 / -4.9 eV
Charge   +1
Gap between HOMO and LUMO (alpha / beta)   0.260 / 0.197 hartree
HOMO energy (alpha / beta)   -0.3708 / -0.3777 hartree
Multiplicity   5

Atomic partial charges in e from the Mulliken method, atoms 1 to 4: number 1, Ir, carries 2.477; number 2, N, carries -0.721; number 3, C, carries -0.228; number 4, C, carries -0.746


A single C2H3N3OS molecule in a non-equilibrium geometry, computed with ωB97M-V with the def2-TZVPD basis set.

XYZ file:
```
10
Properties=species:S:1:pos:R:3:forces:R:3
C -1.211 -0.086 -0.029 -3.2 -2.5 0.7
N 0.185 0.181 -0.074 0.1 -0.7 0.0
C 0.557 1.440 -0.126 2.6 3.2 0.0
N 1.045 2.513 -0.163 -1.5 -2.4 0.1
N 1.167 -0.904 0.127 -2.0 0.4 -0.1
O 0.569 -1.955 0.267 1.3 0.3 0.0
S 2.733 -0.502 0.097 -0.2 -0.4 0.1
H -1.551 -1.099 -0.398 1.3 0.8 0.0
H -1.710 -0.144 1.001 1.1 0.8 -1.1
H -1.784 0.555 -0.702 0.5 0.5 0.4
```
Forces are in eV/Å.

## Properties
ΔE to the lowest compared entry with this formula, charge and spin   386.1 kJ/mol
LUMO level   -1.3 eV
Charge   0
Gap between HOMO and LUMO   0.321 hartree
HOMO energy   -0.3704 hartree
SMILES   CN(C#N)[N+]([O-])=S

Atomic partial charges in e from the Mulliken method, atoms 1 to 4: number 1, C, carries -0.836; number 2, N, carries -0.060; number 3, C, carries 0.452; number 4, N, carries -0.428


A molecular structure, C4H6N2O, computed with ωB97M-V with the def2-TZVPD basis set.

XYZ file:
```
13
Properties=species:S:1:pos:R:3:forces:R:3
C -2.367 -0.004 -0.204 -0.3 0.1 -0.1
O -1.134 -0.623 0.210 0.4 0.1 0.0
C -0.112 0.137 -0.014 -0.2 0.2 0.1
C 0.528 1.095 -0.575 -0.3 -0.1 0.2
N 1.628 0.230 -0.862 0.2 -0.1 0.0
C 2.203 -0.451 0.160 -0.1 -0.1 0.0
N 1.488 -1.075 1.029 0.3 0.2 -0.1
H -2.487 0.930 0.352 -0.1 -0.1 -0.1
H -3.160 -0.701 0.065 0.1 0.1 -0.1
H -2.359 0.196 -1.279 0.0 -0.1 0.1
H 0.449 2.136 -0.866 0.0 -0.2 0.1
H 3.298 -0.456 0.155 -0.1 -0.1 -0.1
H 2.024 -1.415 1.829 0.0 0.1 -0.1
```
Forces are in eV/Å.

## Properties
ΔE to the lowest compared entry with this formula, charge and spin   584.0 kJ/mol
LUMO level   0.8 eV
Charge   0
Gap between HOMO and LUMO   0.330 hartree
HOMO energy   -0.3008 hartree

Atomic partial charges in e from the Mulliken method, atoms 1 to 4: number 1, C, carries -0.709; number 2, O, carries -0.321; number 3, C, carries 0.619; number 4, C, carries -0.426